102
Properties=species:S:1:pos:R:3:forces:R:3:mulliken_charge:R:1 method="wB97M-V/def2-TZVPD" multiplicity=5 homo_energy_ev="-16.589 / -17.210" e_above_lowest_kcal_mol=0.0 total_charge=+4 homo_lumo_gap_ev="7.6 / 5.3"
Pt 1.851 -0.170 -0.755 -0.4 0.0 0.0 2.34
C -5.213 0.378 -4.457 0.0 0.0 0.0 -0.98
C -3.876 0.743 -5.077 0.1 0.0 0.0 -0.95
N -2.814 0.907 -4.041 -0.3 0.4 0.1 0.06
C -2.073 -0.132 -3.757 0.4 -0.1 0.1 -0.05
C -1.078 -0.130 -2.759 -0.4 0.5 -0.2 -0.25
C -0.325 -1.364 -2.538 -0.4 -0.5 0.1 0.32
O -1.172 -2.304 -2.583 0.3 0.2 0.0 -0.41
O 0.882 -1.452 -2.270 0.2 -0.3 -0.1 -0.83
C -0.910 1.036 -1.909 -0.1 -0.2 -0.2 1.62
O -0.068 1.094 -0.993 -0.1 0.1 0.2 -1.44
C -1.788 2.154 -2.219 0.0 0.0 0.1 0.89
C -1.726 3.334 -1.470 0.1 -0.1 0.1 -0.76
C -2.501 4.407 -1.788 0.0 0.1 0.0 0.33
F -2.370 5.517 -1.049 0.1 0.0 0.0 -0.33
C -3.398 4.411 -2.882 -0.1 0.1 -0.1 -0.72
C -3.481 3.211 -3.598 0.0 0.0 0.0 -0.82
C -2.697 2.106 -3.281 -0.1 -0.3 -0.3 0.00
N -4.145 5.521 -3.229 -0.1 0.0 0.0 0.16
C -4.299 6.698 -2.349 0.0 -0.1 -0.1 -0.55
C -5.335 7.658 -2.923 -0.1 0.0 0.0 -1.00
N -6.515 6.887 -3.453 0.1 0.0 0.0 -0.10
C -6.124 5.976 -4.609 0.0 0.1 0.0 -0.68
C -4.618 5.747 -4.591 0.1 0.0 0.1 -0.76
H -5.961 0.284 -5.244 0.0 0.0 0.0 0.39
H -5.550 1.135 -3.748 0.0 0.0 0.0 0.33
H -5.153 -0.578 -3.937 0.0 0.0 0.0 0.35
H -3.926 1.657 -5.660 0.1 0.0 0.0 0.44
H -3.522 -0.033 -5.751 0.0 0.0 0.0 0.50
H -2.236 -1.021 -4.352 0.0 0.0 0.0 0.56
H -1.036 3.411 -0.641 0.0 0.0 0.0 0.61
H -4.187 3.138 -4.407 0.0 0.0 0.0 0.47
H -3.375 7.263 -2.229 0.0 0.0 0.0 0.40
H -4.615 6.369 -1.360 0.0 0.0 0.0 0.49
H -4.957 8.256 -3.748 0.0 0.0 0.0 0.41
H -5.686 8.334 -2.147 0.0 0.0 0.0 0.43
H -7.249 7.532 -3.753 0.0 0.0 0.0 0.37
H -6.918 6.333 -2.696 0.0 0.0 0.0 0.39
H -6.436 6.456 -5.534 0.0 0.0 0.0 0.40
H -6.685 5.053 -4.487 0.0 0.0 0.0 0.40
H -4.097 6.606 -5.021 0.0 0.0 0.0 0.34
H -4.391 4.909 -5.240 0.0 0.0 0.0 0.42
I 3.601 2.092 -0.572 0.0 0.2 0.2 0.04
C 4.564 0.538 -1.584 0.0 0.0 0.1 0.46
C 5.794 0.658 -2.181 0.1 -0.1 0.0 -0.55
C 6.292 -0.477 -2.815 0.1 0.0 0.0 -0.28
C 5.548 -1.647 -2.821 0.0 0.0 0.0 -0.83
C 4.314 -1.663 -2.199 -0.1 0.0 0.1 -0.15
N 3.829 -0.575 -1.584 0.1 0.0 -0.1 -0.23
H 6.347 1.585 -2.159 0.0 0.0 0.0 0.48
H 7.256 -0.438 -3.305 0.0 0.0 0.0 0.46
H 5.916 -2.540 -3.307 0.0 0.0 0.0 0.47
H 3.683 -2.542 -2.190 0.0 0.0 0.0 0.48
C 1.165 -1.010 2.781 0.1 0.3 -0.1 -0.99
P 1.586 -1.621 1.088 0.7 -0.1 -0.3 -0.58
C 3.272 -2.264 1.307 -0.1 -0.1 0.0 1.78
C 3.646 -3.603 1.232 0.0 0.0 0.2 -0.73
C 4.982 -3.961 1.380 0.0 0.0 0.0 -0.96
C 5.947 -2.991 1.612 0.0 0.0 0.0 -0.83
C 5.575 -1.656 1.726 0.0 0.0 0.0 -0.88
C 4.247 -1.293 1.570 0.1 0.0 0.0 -0.68
C 0.391 -2.894 0.667 -0.1 0.1 0.0 1.68
C -0.923 -2.758 1.124 0.0 -0.1 0.1 -0.95
C -1.883 -3.694 0.773 0.0 0.0 0.0 -0.84
C -1.550 -4.749 -0.067 -0.1 0.0 0.0 -0.76
C -0.265 -4.850 -0.580 0.0 0.0 0.0 -0.81
C 0.701 -3.924 -0.224 0.0 0.1 0.0 -0.48
P 2.221 -1.599 4.155 -0.1 0.0 0.0 0.59
C 1.828 -0.731 5.651 0.2 0.0 0.1 0.69
C 2.505 0.449 5.978 -0.1 0.1 0.0 -0.34
C 2.234 1.074 7.183 0.0 0.0 0.0 -0.69
C 1.301 0.524 8.052 0.0 -0.1 0.0 -0.47
C 0.618 -0.645 7.722 0.0 0.1 0.0 -0.68
C 0.891 -1.294 6.533 0.1 0.1 0.0 -0.44
C 2.190 -3.326 4.424 0.0 -0.2 0.1 0.74
C 3.175 -3.802 5.311 -0.1 0.0 0.0 -0.74
C 3.213 -5.146 5.633 0.0 0.0 0.0 -0.75
C 2.282 -6.015 5.075 0.0 0.0 0.0 -0.55
C 1.299 -5.546 4.203 0.0 0.0 0.0 -0.60
C 1.253 -4.208 3.863 0.0 0.0 0.0 -0.19
H 0.122 -1.199 3.036 0.0 0.0 0.0 0.65
H 1.306 0.075 2.786 -0.1 0.0 0.0 0.51
H 2.908 -4.380 1.113 -0.1 -0.1 -0.1 0.58
H 5.265 -5.005 1.329 0.0 0.0 0.0 0.53
H 6.985 -3.276 1.722 0.0 0.0 0.0 0.50
H 6.321 -0.899 1.934 0.0 0.0 0.0 0.54
H 3.971 -0.246 1.655 0.0 0.0 -0.1 0.39
H -1.214 -1.929 1.758 0.0 0.0 0.0 0.41
H -2.891 -3.598 1.156 0.0 0.0 0.0 0.51
H -2.299 -5.481 -0.342 0.0 0.0 0.0 0.50
H -0.015 -5.648 -1.266 0.0 0.0 0.0 0.49
H 1.685 -4.003 -0.660 0.1 0.0 0.0 0.28
H 3.245 0.867 5.306 0.0 0.0 0.0 0.40
H 2.760 1.981 7.450 0.0 0.0 0.0 0.42
H 1.113 0.999 9.006 0.0 0.0 0.0 0.43
H -0.117 -1.055 8.401 0.0 0.0 0.0 0.43
H 0.380 -2.218 6.291 0.0 0.0 0.0 0.39
H 3.900 -3.122 5.743 0.0 0.0 0.0 0.44
H 3.960 -5.516 6.322 0.0 0.0 0.0 0.49
H 2.315 -7.067 5.325 0.0 0.0 0.0 0.45
H 0.560 -6.228 3.804 0.0 0.0 0.0 0.49
H 0.468 -3.849 3.210 0.0 0.0 0.0 0.48



47
Properties=species:S:1:pos:R:3:forces:R:3:nbo_charge:R:1 method="wB97M-V/def2-TZVPD" smiles="CC(C)O[P@@](=O)(c1ccc(N(C)C)cc1)[C@H](O)c1ccc(Br)cc1" homo_energy_ev=-7.858 e_above_lowest_kcal_mol=23.4 homo_lumo_gap_ev=8.5
C 5.492 0.028 -1.726 -0.4 0.0 0.2 -0.61
C 4.115 0.511 -1.285 0.1 0.3 -0.5 0.11
C 3.959 2.011 -1.506 -0.1 -0.3 0.1 -0.63
H 4.051 2.244 -2.563 0.0 0.0 -0.1 0.21
H 2.987 2.346 -1.151 0.0 0.1 0.0 0.23
H 4.730 2.542 -0.953 0.1 0.1 0.0 0.22
H 3.342 -0.032 -1.841 0.1 0.0 0.1 0.18
O 4.000 0.221 0.110 -0.2 -0.3 0.2 -0.83
P 2.688 -0.105 0.979 0.1 -0.1 -1.0 2.15
O 3.051 -0.039 2.392 -0.2 0.1 0.9 -1.09
C 1.292 0.943 0.489 0.7 -0.3 0.2 -0.53
C 0.655 1.652 1.500 0.2 0.0 -0.1 -0.14
C -0.535 2.302 1.271 -0.2 0.1 0.1 -0.32
C -1.157 2.256 0.010 0.3 0.0 0.1 0.30
N -2.355 2.869 -0.217 -0.2 0.1 -0.1 -0.43
C -3.036 2.691 -1.477 0.1 -0.1 -0.1 -0.41
H -3.309 1.645 -1.651 0.0 0.0 -0.1 0.20
H -2.409 3.037 -2.302 -0.1 0.0 -0.1 0.20
H -3.947 3.285 -1.481 0.0 0.0 0.0 0.21
C -3.112 3.399 0.892 0.1 0.0 0.1 -0.40
H -4.056 3.797 0.529 0.0 0.0 0.0 0.21
H -2.567 4.213 1.376 -0.1 0.0 0.1 0.20
H -3.330 2.628 1.639 0.0 0.0 0.1 0.19
C -0.484 1.560 -1.011 -0.1 0.0 -0.2 -0.31
C 0.706 0.913 -0.772 0.1 0.2 0.1 -0.15
H 1.174 0.366 -1.577 0.0 -0.1 -0.1 0.21
H -0.907 1.499 -2.000 -0.1 0.0 -0.1 0.22
H -0.995 2.835 2.087 -0.1 0.1 0.1 0.22
H 1.111 1.668 2.478 0.0 0.0 0.2 0.24
H 5.659 0.286 -2.768 0.0 0.0 -0.1 0.21
H 5.579 -1.051 -1.618 0.0 -0.1 0.0 0.20
H 6.257 0.499 -1.114 0.1 0.1 0.0 0.22
C 2.231 -1.890 0.495 0.2 0.6 0.7 -0.26
C 0.749 -1.918 0.324 -0.2 -0.4 -0.1 0.04
C 0.156 -2.162 -0.906 0.2 -0.1 0.2 -0.24
C -1.205 -1.979 -1.074 -0.2 0.0 0.0 -0.23
C -1.960 -1.547 0.000 -0.2 0.0 -0.1 -0.08
C -1.398 -1.355 1.251 -0.1 0.0 0.0 -0.23
C -0.041 -1.549 1.409 0.0 -0.2 -0.2 -0.22
H 0.423 -1.378 2.368 0.0 0.1 0.2 0.23
H -2.009 -1.038 2.082 -0.1 0.0 0.0 0.23
Br -3.807 -1.163 -0.253 0.1 0.0 0.0 0.04
H -1.667 -2.146 -2.035 0.0 0.0 -0.1 0.23
H 0.771 -2.471 -1.736 0.1 0.0 -0.1 0.23
O 2.907 -2.348 -0.643 0.1 -0.1 -0.4 -0.71
H 3.852 -2.251 -0.476 -0.1 0.0 -0.1 0.48
H 2.518 -2.474 1.385 -0.1 0.2 -0.1 0.21



120
Properties=species:S:1:pos:R:3:forces:R:3:mulliken_charge:R:1 method="wB97M-V/def2-TZVPD" multiplicity=2 homo_energy_ev="-7.192 / -7.196" e_above_lowest_kcal_mol=123.0 homo_lumo_gap_ev="5.8 / 4.7"
Tl 1.313 -0.379 -0.343 -0.3 -0.7 0.2 2.91
N -1.202 -0.941 -1.573 -0.1 0.5 -0.1 1.11
C -1.526 -2.202 -2.077 -0.1 -0.5 -0.1 -0.70
C -2.385 -2.323 -3.165 0.0 0.1 -0.1 -0.78
C -2.727 -3.566 -3.657 0.1 0.0 0.0 -0.76
C -2.222 -4.711 -3.060 0.0 -0.2 0.0 -1.07
C -1.348 -4.603 -1.991 -0.2 0.1 -0.1 -0.15
C -0.986 -3.359 -1.494 0.1 0.1 0.4 0.60
P 0.326 -3.203 -0.224 1.2 0.3 -0.9 1.56
C 1.700 -3.993 -1.187 -0.3 -0.2 0.3 0.95
C 2.301 -3.217 -2.175 -0.1 0.0 0.1 -0.34
C 3.385 -3.691 -2.890 0.0 0.0 -0.1 -0.89
C 3.880 -4.958 -2.631 0.1 0.0 0.0 -0.59
C 3.280 -5.744 -1.663 0.1 -0.1 0.0 -0.73
C 2.201 -5.266 -0.941 0.0 0.0 -0.2 -0.52
C 0.076 -4.370 1.132 0.0 0.1 0.0 0.16
C -1.169 -4.869 1.493 0.1 0.0 -0.1 -0.59
C -1.298 -5.621 2.648 -0.1 -0.1 0.0 -0.70
C -0.192 -5.883 3.441 0.0 0.0 0.1 -0.64
C 1.049 -5.378 3.089 0.0 0.0 0.1 -0.98
C 1.182 -4.611 1.949 -0.1 0.0 -0.1 -0.75
H -1.749 -0.205 -2.014 0.1 -0.2 0.2 -0.53
H -1.324 -0.959 -0.558 -0.1 0.1 0.1 -0.30
H -2.778 -1.419 -3.620 -0.1 0.0 0.0 0.49
H -3.396 -3.643 -4.501 -0.1 0.0 -0.1 0.42
H -2.502 -5.685 -3.432 0.0 -0.1 0.0 0.43
H -0.932 -5.493 -1.536 0.0 -0.1 0.0 0.49
H 1.905 -2.232 -2.398 0.0 0.0 0.0 0.26
H 3.851 -3.071 -3.644 0.0 0.0 -0.1 0.43
H 4.732 -5.329 -3.182 0.1 0.0 0.0 0.39
H 3.662 -6.735 -1.465 0.0 -0.1 0.0 0.42
H 1.751 -5.893 -0.185 0.0 0.0 0.0 0.41
H -2.031 -4.645 0.885 -0.1 0.0 0.0 0.37
H -2.270 -5.993 2.937 -0.1 -0.1 0.0 0.44
H -0.303 -6.470 4.342 0.0 0.0 0.1 0.39
H 1.912 -5.562 3.712 0.1 0.0 0.1 0.48
H 2.143 -4.187 1.698 0.1 0.0 0.0 0.65
O -1.278 -1.983 1.008 -1.1 0.4 0.5 -0.82
C -1.057 -1.078 1.847 -0.3 -0.6 -0.4 -0.68
O -0.454 -0.011 1.571 0.5 0.3 -0.1 0.22
C -1.558 -1.264 3.243 0.1 0.1 0.1 0.34
C -2.860 -1.691 3.473 0.1 0.0 -0.1 0.21
C -3.327 -1.809 4.770 -0.1 0.0 0.0 -0.91
C -2.488 -1.527 5.834 -0.1 0.0 0.1 -0.56
C -1.179 -1.132 5.605 0.0 0.0 0.1 -0.86
C -0.713 -0.986 4.311 -0.1 0.0 0.0 -0.22
H -3.505 -1.896 2.633 0.0 -0.1 -0.1 0.36
H -4.345 -2.123 4.950 -0.1 0.0 0.0 0.44
H -2.859 -1.613 6.845 0.0 0.0 0.1 0.41
H -0.527 -0.929 6.441 0.1 0.0 0.1 0.46
H 0.302 -0.672 4.121 0.1 0.0 -0.1 0.37
C 3.973 3.220 2.522 -0.1 -0.2 -0.2 -1.49
P 2.740 2.111 1.698 -0.3 0.8 0.4 2.14
C 1.378 2.404 2.909 -0.1 -0.2 -0.3 -0.92
C 2.349 3.230 0.243 0.4 0.8 1.7 -0.46
C 3.537 2.353 -1.705 1.5 -0.4 -1.3 -0.23
C 3.124 3.291 -2.843 0.6 0.0 0.7 0.09
C 2.951 4.736 -2.458 -0.1 0.1 0.1 -0.90
C 2.610 5.219 -1.255 0.3 0.3 -0.4 -0.51
C 2.511 4.542 0.026 -0.4 -1.0 -0.1 -0.99
H 3.492 4.084 2.974 0.0 0.1 0.0 0.41
H 4.733 3.537 1.814 0.1 0.1 0.0 0.42
H 4.449 2.628 3.300 0.0 0.0 0.1 0.43
H 0.986 3.418 2.811 0.0 0.0 0.1 0.47
H 1.804 2.250 3.899 0.1 0.0 0.0 0.72
H 0.587 1.676 2.738 0.0 0.0 0.1 -0.55
H 3.586 1.333 -2.104 -0.2 0.1 0.2 0.59
H 3.727 3.165 -3.743 0.0 0.0 0.2 0.71
H 2.988 5.420 -3.292 0.0 0.1 0.0 0.45
H 2.446 6.286 -1.190 0.0 0.1 -0.1 0.50
H 2.546 5.180 0.898 0.0 -0.1 0.2 0.41
F 2.110 -1.422 2.041 0.7 0.2 0.0 -0.26
Sb 4.029 -1.246 2.177 0.4 -0.1 -0.5 2.25
F 3.660 0.242 3.357 0.2 -0.4 -0.5 -0.57
F 4.156 -2.325 3.724 0.0 0.2 -0.4 -0.57
F 4.172 -2.831 1.125 0.1 0.5 0.4 -0.57
F 5.868 -0.735 2.202 -0.6 -0.4 0.1 -0.56
F 4.058 -0.314 0.433 -0.2 -0.4 1.0 -0.63
C -2.758 2.189 3.718 -0.3 -0.2 0.5 -0.66
O -2.290 2.352 2.386 0.0 0.1 -0.4 -0.36
C -3.018 1.754 1.434 -0.5 -0.3 0.7 -1.02
O -4.017 1.110 1.638 0.2 0.1 0.0 -0.65
C -2.430 1.987 0.105 -0.1 -0.1 -0.7 1.21
C -3.261 2.060 -0.937 0.7 0.0 0.2 0.43
As -2.796 2.234 -2.818 -0.1 0.3 0.1 0.52
C -3.830 3.873 -3.167 0.0 0.1 0.0 -1.42
C -1.010 2.963 -2.655 -0.1 -0.4 0.5 0.41
C -0.085 2.661 -1.629 0.3 0.1 0.2 0.08
As -0.568 2.487 0.274 0.3 0.6 0.0 1.82
C -1.028 4.418 0.399 0.0 0.1 0.0 -1.42
C 1.233 2.645 -1.908 -0.3 -0.2 -1.1 -0.55
O 1.835 2.751 -3.118 -0.8 -0.6 1.0 -0.23
O 2.291 2.358 -0.910 -0.7 0.8 -1.2 -1.09
C 4.808 2.634 -0.944 -0.3 0.1 0.2 -1.51
C -0.618 3.711 -3.810 0.2 1.1 -1.7 0.23
O 0.150 4.647 -3.838 -0.8 -0.6 0.0 -0.55
O -1.333 3.337 -4.965 0.4 0.8 0.8 -0.43
C -0.960 2.071 -5.474 0.1 -0.6 -0.3 -0.53
C -4.709 2.292 -0.681 -0.8 0.4 0.3 -0.14
O -5.041 3.344 -0.190 0.0 -0.4 -0.2 -0.59
O -5.632 1.433 -1.118 -0.2 0.5 0.1 -0.40
C -5.245 0.184 -1.652 0.3 -0.6 -0.3 -0.50
H -2.108 2.793 4.345 0.0 0.0 0.0 0.26
H -2.699 1.138 4.007 0.0 0.1 0.0 0.17
H -3.794 2.527 3.784 0.1 0.0 0.1 0.32
H -4.897 3.660 -3.089 0.1 -0.1 0.0 0.54
H -3.608 4.226 -4.171 0.0 -0.1 0.0 0.45
H -3.570 4.645 -2.446 0.0 0.0 0.1 0.36
H -1.894 4.648 -0.218 0.0 0.0 -0.1 0.38
H -0.184 5.017 0.061 0.0 0.0 0.0 0.43
H -1.260 4.678 1.432 0.0 -0.1 0.0 0.32
H 4.889 1.953 -0.097 0.1 0.0 0.0 0.18
H 4.884 3.667 -0.615 0.0 0.0 0.0 0.27
H 5.639 2.424 -1.613 0.0 -0.1 -0.1 0.56
H -0.196 2.198 -6.247 -0.1 -0.1 0.1 0.29
H -1.853 1.602 -5.897 0.2 0.0 0.0 0.29
H -0.563 1.425 -4.679 -0.1 0.0 -0.2 0.20
H -6.116 -0.464 -1.572 0.1 0.0 0.0 0.41
H -4.416 -0.251 -1.088 0.0 0.0 0.0 0.17
H -4.970 0.286 -2.711 -0.1 -0.1 0.2 0.24